[1]
{"formula": "CH2FPS", "method": "wB97M-V/def2-TZVPD", "symbols": ["F", "P", "C", "S", "H", "H"], "xyz": [[0.97, -0.69, 1.56], [0.35, 0.66, 0.90], [0.07, -0.07, -0.79], [-0.44, 0.80, -2.03], [-1.08, 0.46, 1.05], [0.12, -1.17, -0.69]], "lowdin_charge": [-0.402, 0.804, -0.968, 0.598, -0.048, 0.016], "gap_ev": 8.25, "e_above_lowest_kcal_mol": 14.2, "homo_energy_ev": -9.00}

=====

[2]
{"formula": "CH2FeO3", "method": "wB97M-V/def2-TZVPD", "symbols": ["H", "O", "C", "O", "O", "Fe", "H"], "xyz": [[0.21, -1.85, -0.89], [0.51, 1.13, -0.55], [0.23, -0.10, -0.24], [0.70, -1.01, -1.04], [-0.65, -0.36, 0.59], [-1.75, 0.53, 1.89], [0.75, 1.66, 0.23]], "lowdin_charge": [0.185, 0.214, -0.617, 0.253, -0.150, 0.954, 0.161], "s_squared": 8.75, "charge": 1, "gap_ev": [8.43, 9.90], "e_above_lowest_kcal_mol": 0.0, "multiplicity": 6, "homo_energy_ev": [-12.69, -16.19]}

=====

[3]
{"formula": "CH2I2O3", "method": "wB97M-V/def2-TZVPD", "symbols": ["C", "O", "O", "O", "I", "I", "H", "H"], "xyz": [[-0.24, -0.16, -0.04], [-0.95, 1.01, -0.23], [-0.35, -0.99, -1.12], [1.10, 0.08, 0.39], [-0.76, -1.28, 1.87], [2.20, 1.60, -0.51], [-1.36, 1.34, 0.55], [0.35, -1.59, -0.90]], "lowdin_charge": [-1.067, -0.025, 0.026, -0.787, 0.795, 0.889, 0.083, 0.086], "gap_ev": 7.96, "e_above_lowest_kcal_mol": 42.7, "homo_energy_ev": -9.56}

=====

[4]
{"formula": "CH2INO", "method": "wB97M-V/def2-TZVPD", "symbols": ["C", "N", "O", "I", "H", "H"], "xyz": [[-0.10, -1.14, -0.02], [0.90, -0.59, 0.18], [-2.60, 1.04, -0.03], [-4.22, -0.06, 0.08], [-1.87, 0.42, -0.16], [1.77, -0.13, 0.35]], "lowdin_charge": [-0.044, 0.068, -0.762, 0.802, -0.142, 0.078], "s_squared": 2.01, "gap_ev": [7.79, 7.01], "e_above_lowest_kcal_mol": 23.7, "multiplicity": 3, "homo_energy_ev": [-6.82, -9.55]}

=====

[5]
{"formula": "CH2INO3", "method": "wB97M-V/def2-TZVPD", "symbols": ["O", "N", "O", "O", "C", "I", "H", "H"], "xyz": [[-0.37, 1.10, 1.38], [-1.20, 0.61, 0.75], [-2.35, 0.56, 0.79], [-0.69, -0.20, -0.49], [0.76, -0.67, -0.50], [1.89, 1.10, -1.26], [1.05, -0.91, 0.50], [0.91, -1.59, -1.18]], "lowdin_charge": [0.138, -0.407, 0.182, -0.201, -0.510, 0.682, 0.025, 0.091], "gap_ev": 9.76, "e_above_lowest_kcal_mol": 8.8, "homo_energy_ev": -9.83}

=====

[6]
{"formula": "CH2INO3P", "method": "wB97M-V/def2-TZVPD", "symbols": ["C", "N", "O", "P", "O", "O", "I", "H", "H"], "xyz": [[-1.89, -0.12, 0.03], [-1.05, 0.77, 0.20], [0.20, 0.62, 0.67], [1.46, -0.24, -0.10], [1.62, -1.52, 0.60], [1.13, -0.26, -1.57], [3.15, 1.56, 0.25], [-2.84, 0.42, -0.22], [-1.78, -1.23, 0.13]], "lowdin_charge": [-0.078, -0.126, -0.370, -0.062, -0.394, -0.447, 0.315, 0.069, 0.092], "charge": -1, "gap_ev": 8.30, "e_above_lowest_kcal_mol": 8.7, "homo_energy_ev": -5.28}

=====

E? In order: -23910.122, -41589.938, -23411.732, -12702.861, -16797.475, -26093.764 eV.